[1]
{
  "formula": "C6H19NO3",
  "method": "ωB97M-V with the def2-TZVPD basis set",
  "symbols": ["C", "C", "C", "C", "C", "N", "C", "O", "H", "H", "H", "H", "H", "H", "H", "H", "H", "H", "H", "H", "H", "H", "H", "H", "H", "O", "H", "H", "O"],
  "positions_angstrom": [[0.48970, 2.09964, 1.42929], [0.01293, 0.67280, 1.07330], [-0.97901, 0.83412, -0.17278], [-1.82656, -0.43708, -0.61845], [-0.43460, 1.45036, -1.42973], [0.98320, -0.41758, 0.84184], [1.84931, -0.57969, 2.01317], [2.99815, 0.26210, 2.06199], [-0.52436, 2.64457, 1.55818], [1.04975, 2.38833, 2.26036], [1.05977, 2.48273, 0.50280], [-0.66435, 0.29026, 1.84176], [-1.75296, 1.57012, 0.28340], [-2.72399, -0.01313, -1.26674], [-1.12285, -0.99962, -1.14909], [-2.19284, -1.19307, 0.04342], [-0.47536, 0.77967, -2.30555], [0.71263, 1.76248, -1.60887], [-0.84954, 2.34567, -1.78805], [1.60457, -0.35988, -0.00675], [1.25072, -0.74618, 2.97168], [2.43630, -1.55602, 1.83030], [2.65249, 1.18901, 2.34935], [0.07040, -3.66822, 0.16983], [-1.03238, -3.44513, -0.76273], [-0.08410, -3.33047, -0.60341], [-1.41936, -0.87460, -3.47202], [-0.19271, -1.49843, -2.72282], [-0.89495, -1.65274, -3.32368]],
  "homo_energy_ev": [-14.2, -14.2],
  "orbital_gap_ev": [11.3, 5.7],
  "total_charge": 1,
  "molar_mass_g_mol": 153.22,
  "s2": 0.76,
  "spin_multiplicity": 2
}

=====

[2]
{
  "formula": "C6H19NO4",
  "method": "ωB97M-V with the def2-TZVPD basis set",
  "symbols": ["C", "C", "C", "C", "O", "N", "C", "C", "H", "H", "H", "H", "H", "H", "H", "H", "H", "H", "H", "H", "H", "O", "H", "H", "O", "H", "H", "O", "H", "H"],
  "positions_angstrom": [[-0.36560, -2.40074, 0.27784], [-1.23616, -1.80178, 1.36218], [-1.30539, -0.24306, 1.29647], [-0.26433, 0.37416, 0.39819], [-0.39981, 0.43138, -0.81520], [0.75436, 1.05677, 1.00759], [1.28660, 0.62540, 2.28766], [1.72196, 1.81651, 0.21934], [-0.54789, -2.00005, -0.71772], [0.66810, -2.08034, 0.46225], [-0.38336, -3.48661, 0.28206], [-0.90698, -2.14407, 2.34868], [-2.25415, -2.18699, 1.47692], [-2.28494, 0.05998, 0.93599], [-1.18305, 0.03959, 2.34001], [2.05699, 1.31264, 2.62174], [0.57070, 0.73223, 3.11963], [1.59147, -0.41475, 2.42590], [1.25127, 2.49647, -0.49259], [2.31421, 2.40021, 0.91578], [2.39784, 1.25631, -0.42870], [-2.06879, 2.56657, -1.75291], [-1.78721, 2.57473, -0.83364], [-1.31204, 2.17212, -2.19944], [1.74559, 0.56334, -2.87537], [2.23841, -0.06038, -2.34242], [0.87085, 0.26301, -3.12889], [-0.98807, -1.60584, -2.95012], [-1.71698, -0.98552, -3.04189], [-0.46361, -1.33131, -2.19935]],
  "homo_energy_ev": -9.8,
  "orbital_gap_ev": 10.3,
  "total_charge": 0,
  "molar_mass_g_mol": 169.22,
  "smiles": "CCCC(=O)N(C)C.O.O.O"
}

=====

[3]
{
  "formula": "C6H19NaO9P2",
  "method": "ωB97M-V with the def2-TZVPD basis set",
  "symbols": ["Na", "O", "H", "C", "O", "P", "O", "O", "C", "O", "C", "H", "H", "H", "H", "H", "H", "H", "H", "H", "C", "O", "P", "O", "O", "C", "O", "C", "H", "H", "H", "H", "H", "H", "H", "H", "H"],
  "positions_angstrom": [[-26.67532, -32.29054, 19.23951], [-25.94832, -31.60008, 21.23109], [-26.39642, -31.42003, 22.05143], [-24.87476, -29.75778, 15.27237], [-26.17026, -29.19158, 15.23498], [-27.40494, -29.87896, 15.98086], [-27.26284, -30.09142, 17.42824], [-28.62765, -28.92362, 15.58888], [-28.66721, -28.13900, 14.39718], [-27.64772, -31.17731, 15.07594], [-28.50864, -32.23743, 15.49873], [-24.44851, -30.03298, 14.30968], [-24.85949, -30.64392, 15.91980], [-24.19755, -29.07097, 15.78728], [-27.71623, -28.16072, 13.87009], [-28.89910, -27.09086, 14.58596], [-29.47931, -28.54391, 13.79256], [-28.01041, -33.19142, 15.27252], [-29.33848, -32.36338, 14.79635], [-28.67901, -32.11990, 16.56607], [-27.87389, -36.79484, 19.73346], [-28.72749, -35.72210, 20.12225], [-29.38631, -34.77963, 19.00935], [-28.63038, -33.53172, 18.83236], [-29.54896, -35.72828, 17.73324], [-30.00746, -35.17315, 16.49842], [-30.85471, -34.55312, 19.51031], [-31.81431, -35.62409, 19.59886], [-27.78510, -36.98732, 18.66370], [-28.26726, -37.75993, 20.07139], [-26.90186, -36.65821, 20.19945], [-30.15029, -34.09380, 16.48755], [-30.95148, -35.66674, 16.26553], [-29.29517, -35.43724, 15.71722], [-32.61287, -35.39140, 18.90371], [-32.17837, -35.66111, 20.62297], [-31.32615, -36.58037, 19.41930]],
  "homo_energy_ev": -6.2,
  "orbital_gap_ev": 6.2,
  "total_charge": 0,
  "molar_mass_g_mol": 320.15
}

=====

[4]
{
  "formula": "C6H19O5V2",
  "method": "ωB97M-V with the def2-TZVPD basis set",
  "symbols": ["V", "V", "C", "O", "H", "H", "H", "C", "O", "H", "H", "H", "O", "H", "C", "C", "O", "H", "H", "H", "H", "H", "H", "C", "C", "O", "H", "H", "H", "H", "H", "H"],
  "positions_angstrom": [[1.14866, -2.13305, 1.53478], [-1.59859, -0.65394, 2.51799], [0.84624, -2.11932, 4.67813], [0.06560, -1.81867, 3.54065], [0.36081, -2.09115, 5.65366], [1.20140, -3.14802, 4.73937], [1.62829, -1.37102, 4.80684], [0.41957, 1.89441, 1.44411], [-0.26729, 1.10558, 2.33759], [0.84510, 1.34603, 0.60370], [0.03733, 2.84620, 1.07523], [1.35481, 2.21874, 1.90045], [-0.77070, -1.63780, 0.83720], [-0.67128, -1.12724, 0.01017], [1.34111, -0.21434, -2.53775], [1.26014, -1.51095, -1.78135], [1.79442, -1.12956, -0.49531], [2.34850, 0.12760, -2.77513], [0.87969, 0.53321, -1.89250], [0.78405, -0.36516, -3.46243], [1.97733, -2.20802, -2.21475], [0.29288, -1.93255, -1.50793], [2.54430, -0.60869, -0.79194], [-1.41905, 2.30058, -2.09127], [-1.98425, 0.84120, -1.84913], [-3.42452, 0.89839, -1.73994], [-1.62874, 2.98672, -1.27070], [-1.95859, 2.77948, -2.90837], [-0.34356, 2.40149, -2.23702], [-1.61252, 0.50810, -0.88013], [-1.74410, 0.11591, -2.62654], [-3.70695, 1.16581, -2.61761]],
  "homo_energy_ev": [-11.1, -11.3],
  "orbital_gap_ev": [6.6, 6.7],
  "total_charge": 1,
  "molar_mass_g_mol": 273.10,
  "s2": 12.02,
  "spin_multiplicity": 7
}